Molecular formula: C11H22N2O10
Method: DFT, wB97M-V/def2-TZVPD

Each atom is followed by the atoms it is bonded to, with distances in Å.
Geometry (Å):
1 C -2.767 1.191 -0.160  N2 1.470, H8 1.229, H9 1.138, H10 1.059
2 N -1.409 0.961 -0.673  C1 1.470, C3 1.436, C4 1.473, C5 1.455
3 C -1.210 -0.401 -0.265  N2 1.436, H11 1.027, H12 1.175, H13 1.077
4 C -1.573 1.012 -2.136  N2 1.473, H14 1.046, H15 1.056, H16 0.999
5 C -0.422 1.828 -0.047  N2 1.455, C6 1.628, H17 1.080, H18 1.148
6 C 0.900 2.129 -0.949  C5 1.628, O7 1.428, H19 1.119, H20 1.124
7 O 1.656 3.003 -0.110  C6 1.428, H21 0.968
8 H -3.749 0.488 -0.386  C1 1.229
9 H -3.109 2.113 -0.733  C1 1.138
10 H -2.791 1.592 0.820  C1 1.059
11 H -0.400 -0.780 -0.770  C3 1.027
12 H -1.887 -1.164 -0.848  C3 1.175
13 H -1.500 -0.613 0.750  C3 1.077
14 H -1.790 1.884 -2.672  C4 1.046
15 H -2.289 0.430 -2.650  C4 1.056
16 H -0.727 0.657 -2.532  C4 0.999
17 H -0.025 1.434 0.877  C5 1.080
18 H -0.853 2.824 0.326  C5 1.148
19 H 0.674 2.714 -1.876  C6 1.119
20 H 1.484 1.196 -1.175  C6 1.124
21 H 2.257 2.660 0.567  O7 0.968
22 N 2.555 0.096 1.178  O23 1.225, O24 1.180, O25 1.278
23 O 2.868 -0.631 0.243  N22 1.225
24 O 3.063 1.144 1.365  N22 1.180
25 O 1.730 -0.477 1.968  N22 1.278
26 C 0.064 0.125 4.853  C27 1.623, O31 1.411, H32 0.958, H33 1.174
27 C -0.401 -1.403 4.567  C26 1.623, O28 1.401, H34 1.217, H35 1.105
28 O -1.454 -1.175 3.671  C27 1.401, C29 1.257
29 C -1.803 0.024 3.527  O28 1.257, O30 1.210, O31 1.381
30 O -2.751 0.432 2.895  C29 1.210
31 O -1.072 0.820 4.386  C26 1.411, C29 1.381
32 H 0.800 0.571 4.432  C26 0.958
33 H 0.166 0.341 6.002  C26 1.174
34 H -0.734 -1.935 5.610  C27 1.217
35 H 0.364 -2.095 4.171  C27 1.105
36 C 2.400 -2.311 -3.981  C37 1.470, O41 1.403, H42 1.018, H43 0.976
37 C 2.007 -1.692 -2.707  C36 1.470, O38 1.394, H44 1.262, H45 1.174
38 O 0.618 -1.604 -2.779  C37 1.394, C39 1.309
39 C 0.184 -2.362 -3.754  O38 1.309, O40 1.294, O41 1.342
40 O -1.099 -2.514 -3.824  C39 1.294
41 O 1.216 -2.953 -4.375  C36 1.403, C39 1.342
42 H 3.156 -2.984 -3.870  C36 1.018
43 H 2.768 -1.629 -4.574  C36 0.976
44 H 2.404 -0.529 -2.421  C37 1.262
45 H 2.461 -2.438 -1.922  C37 1.174

The HOMO energy comes out at -8.0291 eV. The total energy comes out at -1293.89047 a.u. For the LUMO energy, the calculation gives 0.00859 Eh. As for the gap between HOMO and LUMO: 0.30365 hartree.

Which charges does natural (NBO) predict for the atoms? In e, they are: C -0.4397; N -0.2406; C -0.4436; C -0.4296; C -0.2698; C -0.0686; O -0.7623; H 0.2695; H 0.2044; H 0.2614; H 0.2529; H 0.2344; H 0.2623; H 0.2355; H 0.2539; H 0.2217; H 0.2656; H 0.2426; H 0.1852; H 0.1993; H 0.5225; N 0.7201; O -0.5565; O -0.5058; O -0.6187; C -0.0615; C -0.0987; O -0.4709; C 0.9890; O -0.6393; O -0.5036; H 0.1979; H 0.1748; H 0.1874; H 0.2295; C -0.1056; C -0.1062; O -0.4956; C 0.9705; O -0.6276; O -0.4552; H 0.1973; H 0.1779; H 0.2266; H 0.2173



Molecular formula: C11H22N2O3S
Method: DFT, wB97M-V/def2-TZVPD

Each atom is followed by the atoms it is bonded to, with distances in Å.
Geometry (Å):
1 C -1.915 -0.669 0.447  C2 1.476, C3 1.504, H14 1.106, N34 1.511
2 C -0.725 0.042 0.952  C1 1.476, N35 1.469, O36 1.241
3 C -2.860 0.392 -0.045  C1 1.504, C4 1.571, C5 1.510, H15 1.177
4 C -2.218 1.385 -1.079  C3 1.571, H16 1.046, H17 1.101, H18 1.024
5 C -4.229 -0.097 -0.450  C3 1.510, C6 1.510, H19 1.098, H20 1.093
6 C -4.325 -0.928 -1.707  C5 1.510, H21 1.151, H22 1.257, H23 1.204
7 C 1.662 0.661 0.546  C8 1.648, C9 1.531, H25 1.155, N35 1.441
8 C 1.171 2.185 0.155  C7 1.648, O37 1.189, O38 1.371
9 C 2.929 0.151 -0.145  C7 1.531, C10 1.400, H26 1.214, H27 1.285
10 C 4.125 0.536 0.472  C9 1.400, H28 1.102, H29 1.160, S39 1.958
11 C 5.337 -1.916 0.081  H30 1.050, H31 1.121, H32 1.087, S39 1.996
12 H -1.577 -1.447 2.794  no bonds
13 H -1.988 -2.930 1.012  no bonds
14 H -1.569 -1.488 -0.211  C1 1.106
15 H -3.242 1.152 0.769  C3 1.177
16 H -1.437 2.059 -0.906  C4 1.046
17 H -1.820 0.993 -2.027  C4 1.101
18 H -3.049 1.779 -1.530  C4 1.024
19 H -4.490 0.917 -0.781  C5 1.098
20 H -4.594 -0.522 0.489  C5 1.093
21 H -5.336 -1.009 -2.251  C6 1.151
22 H -3.895 -2.103 -1.588  C6 1.257
23 H -3.367 -0.456 -2.262  C6 1.204
24 H 0.419 -0.225 -0.880  N35 1.177
25 H 2.030 0.813 1.631  C7 1.155
26 H 2.799 -0.998 0.223  C9 1.214
27 H 2.892 -0.171 -1.389  C9 1.285
28 H 4.443 0.398 1.519  C10 1.102
29 H 4.081 1.695 0.436  C10 1.160
30 H 4.375 -2.261 -0.160  C11 1.050
31 H 5.563 -1.712 1.160  C11 1.121
32 H 6.027 -2.568 -0.449  C11 1.087
33 H -0.067 2.131 1.814  O38 1.011
34 N -2.397 -1.582 1.550  C1 1.511
35 N 0.558 -0.227 0.289  C2 1.469, C7 1.441, H24 1.177
36 O -0.593 0.648 2.027  C2 1.241
37 O 1.695 2.885 -0.650  C8 1.189
38 O 0.151 2.624 0.958  C8 1.371, H33 1.011
39 S 5.438 -0.136 -0.815  C10 1.958, C11 1.996

The HOMO energy comes out at -8.7361 eV. The total energy comes out at -1165.39610 a.u. For the LUMO energy, the calculation gives -0.00745 Eh. As for the gap between HOMO and LUMO: 0.31360 hartree.

Which charges does natural (NBO) predict for the atoms? In e, they are: C -0.2427; C 0.7755; C -0.2083; C -0.6511; C -0.4295; C -0.6282; C -0.1717; C 0.7856; C -0.4513; C -0.5068; C -0.6570; H 0.3963; H 0.3283; H 0.2369; H 0.2415; H 0.2464; H 0.2034; H 0.2185; H 0.2102; H 0.2361; H 0.2378; H 0.1913; H 0.2085; H 0.3907; H 0.2319; H 0.2072; H 0.2641; H 0.2398; H 0.2259; H 0.2012; H 0.2207; H 0.2224; H 0.5307; N -0.7842; N -0.6379; O -0.6664; O -0.5603; O -0.7392; S 0.0838



Molecular formula: C11H22N3O4S
Method: DFT, wB97M-V/def2-TZVPD

Each atom is followed by the atoms it is bonded to, with distances in Å.
Geometry (Å):
1 N 4.804 2.426 3.128  C2 1.472, H12 1.016, H13 1.015
2 C 3.838 2.379 2.019  N1 1.472, C3 1.534, H14 1.091, H15 1.092
3 C 2.946 3.626 2.051  C2 1.534, C4 1.530, H16 1.093, H17 1.094
4 C 1.596 3.494 2.758  C3 1.530, C5 1.512, H18 1.095, H19 1.097
5 C 0.537 2.663 2.069  C4 1.512, C6 1.548, O11 1.446, H20 1.093
6 C -0.792 2.627 2.863  C5 1.548, O7 1.447, H21 1.088, H22 1.088
7 O -1.214 1.245 2.906  C6 1.447, S8 1.570
8 S -0.342 0.347 1.957  O7 1.570, O9 1.433, O10 1.414, O11 1.576
9 O -0.937 0.327 0.653  S8 1.433
10 O -0.025 -0.880 2.585  S8 1.414
11 O 0.930 1.277 1.943  C5 1.446, S8 1.576
12 H 4.311 2.334 4.011  N1 1.016
13 H 5.407 1.611 3.080  N1 1.015
14 H 4.410 2.376 1.090  C2 1.091
15 H 3.244 1.462 2.029  C2 1.092
16 H 3.517 4.389 2.585  C3 1.093
17 H 2.789 4.021 1.043  C3 1.094
18 H 1.717 3.160 3.794  C4 1.095
19 H 1.152 4.496 2.814  C4 1.097
20 H 0.342 3.055 1.068  C5 1.093
21 H -1.581 3.203 2.384  C6 1.088
22 H -0.665 2.947 3.895  C6 1.088
23 C -2.737 -5.351 -1.824  C24 1.517, H31 1.089, H32 1.088, H33 1.090
24 C -3.163 -4.296 -2.828  C23 1.517, N25 1.473, H34 1.090, H35 1.089
25 N -2.352 -3.072 -2.721  C24 1.473, C26 1.377, C29 1.327
26 C -2.133 -2.341 -1.575  N25 1.377, C27 1.354, H36 1.075
27 C -1.376 -1.273 -1.921  C26 1.354, N28 1.376, H37 1.077
28 N -1.143 -1.368 -3.273  C27 1.376, C29 1.330, C30 1.464
29 C -1.747 -2.460 -3.732  N25 1.327, N28 1.330, H38 1.077
30 C -0.371 -0.420 -4.079  N28 1.464, H39 1.087, H40 1.087, H41 1.085
31 H -2.847 -5.002 -0.798  C23 1.089
32 H -3.367 -6.231 -1.942  C23 1.088
33 H -1.699 -5.645 -1.979  C23 1.090
34 H -4.207 -4.014 -2.692  C24 1.090
35 H -3.046 -4.661 -3.847  C24 1.089
36 H -2.533 -2.644 -0.625  C26 1.075
37 H -0.981 -0.464 -1.328  C27 1.077
38 H -1.742 -2.797 -4.755  C29 1.077
39 H -1.002 0.004 -4.856  C30 1.087
40 H 0.484 -0.922 -4.523  C30 1.087
41 H -0.022 0.374 -3.426  C30 1.085

The HOMO energy comes out at -11.2181 eV. The total energy comes out at -1295.52688 a.u. Its total charge is +1. For the LUMO energy, the calculation gives -0.09198 Eh. As for the gap between HOMO and LUMO: 0.32028 hartree.

Which charges does natural (NBO) predict for the atoms? In e, they are: N -0.8274; C -0.2279; C -0.4161; C -0.4159; C 0.0636; C -0.0913; O -0.6856; S 2.5839; O -0.9730; O -0.8819; O -0.6955; H 0.3456; H 0.3599; H 0.1937; H 0.1791; H 0.2358; H 0.2062; H 0.2138; H 0.2276; H 0.1939; H 0.2091; H 0.2105; C -0.6221; C -0.2070; N -0.2772; C -0.0425; C -0.0377; N -0.2812; C 0.2448; C -0.4100; H 0.2202; H 0.2455; H 0.2258; H 0.2256; H 0.2205; H 0.2574; H 0.2840; H 0.2417; H 0.2322; H 0.2326; H 0.2393



Molecular formula: C11H22NS
Method: DFT, wB97M-V/def2-TZVPD

Each atom is followed by the atoms it is bonded to, with distances in Å.
Geometry (Å):
1 C -0.309 1.533 -0.288  C3 1.521, C4 1.502, C5 1.507, S13 1.783
2 C -2.964 0.896 0.117  S13 1.821, H14 1.087, H15 1.085, H34 1.086
3 C 0.334 1.767 1.070  C1 1.521, C6 1.554, H16 1.089, H17 1.087
4 C -0.321 2.796 -1.102  C1 1.502, C5 1.494, H18 1.081, H19 1.081
5 C 0.933 1.989 -1.010  C1 1.507, C4 1.494, C6 1.532, H20 1.076
6 C 1.614 2.255 0.337  C3 1.554, C5 1.532, C7 1.516, H21 1.091
7 C 2.856 1.420 0.582  C6 1.516, H22 1.088, H23 1.087, H24 1.087
8 C 0.616 -3.066 0.902  C10 1.534, H25 1.086, H26 1.086, H27 1.086
9 C 0.616 -2.056 -1.408  C10 1.527, H28 1.090, H29 1.085, H30 1.089
10 C 0.307 -1.817 0.067  C8 1.534, C9 1.527, C11 1.517, H31 1.092
11 C -1.139 -1.440 0.326  C10 1.517, N12 1.354, S13 2.088, H32 1.090
12 N -2.059 -2.371 -0.021  C11 1.354, H33 1.007, H35 1.008
13 S -1.495 0.296 -0.778  C1 1.783, C2 1.821, C11 2.088
14 H -3.019 0.463 1.113  C2 1.087
15 H -2.894 1.977 0.178  C2 1.085
16 H -0.175 2.498 1.697  C3 1.089
17 H 0.509 0.863 1.647  C3 1.087
18 H -0.391 3.750 -0.599  C4 1.081
19 H -0.850 2.756 -2.044  C4 1.081
20 H 1.423 1.568 -1.870  C5 1.076
21 H 1.835 3.310 0.502  C6 1.091
22 H 2.684 0.376 0.331  C7 1.088
23 H 3.159 1.484 1.624  C7 1.087
24 H 3.675 1.785 -0.033  C7 1.087
25 H 1.685 -3.256 0.896  C8 1.086
26 H 0.109 -3.933 0.490  C8 1.086
27 H 0.295 -2.939 1.932  C8 1.086
28 H 0.336 -1.194 -2.012  C9 1.090
29 H 1.683 -2.219 -1.526  C9 1.085
30 H 0.099 -2.935 -1.791  C9 1.089
31 H 0.940 -1.001 0.422  C10 1.092
32 H -1.307 -1.044 1.327  C11 1.090
33 H -3.018 -2.263 0.268  N12 1.007
34 H -3.842 0.622 -0.461  C2 1.086
35 H -1.928 -2.870 -0.886  N12 1.008

The HOMO energy comes out at -13.1922 eV. The total energy comes out at -884.98486 a.u. Its total charge is +1. For the LUMO energy, the calculation gives -0.09433 Eh. As for the gap between HOMO and LUMO: 0.39048 hartree.

Which charges does natural (NBO) predict for the atoms? In e, they are: C -0.2199; C -0.7478; C -0.4076; C -0.4074; C -0.1945; C -0.1961; C -0.6031; C -0.5971; C -0.6145; C -0.2767; C 0.0665; N -0.7957; S 0.6540; H 0.2328; H 0.2620; H 0.2231; H 0.2155; H 0.2296; H 0.2407; H 0.2416; H 0.2194; H 0.1943; H 0.2269; H 0.2297; H 0.2322; H 0.2182; H 0.2180; H 0.2082; H 0.2412; H 0.2093; H 0.2205; H 0.2188; H 0.4033; H 0.2544; H 0.4002